108
Properties=species:S:1:pos:R:3:forces:R:3:lowdin_charge:R:1 method="wB97M-V/def2-TZVPD" charge=0 de_lowest_kcal_mol=14.7 homo_lumo_gap_ev=10.1 lumo_ev=0.57 homo_ev=-9.557 energy_ha=-1934.62260
C 4.345001 -2.909320 -0.538646 0.66 1.69 -0.66 -0.060
C 3.028322 -2.632891 0.119645 -0.21 0.53 -0.15 -0.307
O 3.068012 -1.969980 1.411239 0.84 -0.25 -0.54 -0.097
H 5.052666 -3.551393 -0.020819 -0.13 0.00 0.39 0.083
H 4.797391 -1.908882 -0.723088 0.30 -0.84 0.01 0.060
H 4.153485 -3.370978 -1.510386 -0.03 0.04 0.06 0.085
H 2.590436 -3.573221 0.234361 -1.29 -1.34 0.30 0.046
H 2.398416 -2.031849 -0.564487 0.32 -0.24 0.61 0.108
H 3.754585 -2.465057 1.895130 -0.37 0.50 0.03 0.091
C -2.164322 -3.060275 2.203124 0.31 1.41 0.88 -0.060
C -0.741068 -2.470766 2.649170 -2.45 -0.30 -0.18 -0.243
O 0.250599 -2.840414 1.699992 0.11 0.17 0.38 -0.127
H -2.201230 -4.109568 2.021897 0.56 -1.01 0.23 0.050
H -2.674621 -2.651829 1.315144 0.75 0.53 0.22 0.063
H -2.834970 -2.844585 3.057531 0.21 -0.15 -0.39 0.073
H -0.542146 -2.902862 3.667872 0.10 0.45 -0.92 0.123
H -0.869336 -1.350739 2.704332 0.34 -1.09 0.09 0.103
H 1.097297 -2.485733 2.017553 0.07 -0.03 -0.36 0.063
C -2.717534 6.722785 1.008687 -2.00 -0.02 -0.16 -0.110
C -1.730445 5.749481 1.551694 -0.19 -0.68 0.86 -0.298
O -2.016682 4.467401 0.940973 -0.04 0.50 1.15 -0.119
H -2.664837 7.697982 1.475853 0.42 0.40 -0.14 0.066
H -3.764476 6.387259 1.270326 1.02 0.06 -0.34 0.093
H -2.679461 6.770384 -0.093162 0.13 0.21 0.48 0.082
H -1.834581 5.715802 2.693590 0.20 -0.35 -1.51 0.129
H -0.706173 6.035074 1.320086 0.14 0.02 0.06 0.116
H -1.311918 4.253356 0.308774 0.24 -0.05 -0.58 0.037
C 2.105004 4.773795 4.375238 -0.96 -1.09 1.34 -0.080
C 0.900446 3.928550 3.938862 -0.68 0.23 0.58 -0.324
O 1.054563 3.396040 2.645700 0.45 0.62 -0.27 -0.138
H 3.016631 4.255590 4.201391 0.81 -0.85 -0.02 0.052
H 2.005350 4.906156 5.492055 0.21 0.37 -1.20 0.093
H 2.235882 5.678174 3.820715 -0.47 0.85 -0.11 0.060
H -0.022711 4.571073 4.058661 0.67 -0.48 -0.50 0.110
H 0.701599 3.064889 4.606817 0.45 0.50 0.16 0.115
H 0.234563 2.873644 2.434534 0.55 0.04 0.40 0.000
C 2.514940 -4.968353 3.005087 0.65 0.31 0.49 -0.082
C 2.021473 -5.868655 1.893719 2.63 -0.64 -0.06 -0.384
O 0.680961 -5.870324 1.591829 -1.23 1.98 -1.05 -0.065
H 1.791836 -5.058252 3.796277 -0.24 0.23 0.68 0.068
H 2.557888 -3.912900 2.676197 0.09 -0.55 0.41 0.037
H 3.523343 -5.320143 3.424710 -1.33 0.59 -0.80 0.106
H 2.348876 -6.862044 2.201848 -0.54 -0.38 -0.17 0.111
H 2.650529 -5.645870 1.027997 -0.17 -0.10 -0.44 0.095
H 0.504798 -4.998227 1.110737 0.11 -1.59 1.11 0.099
C -0.394723 2.919308 -3.145766 -1.05 -0.30 -0.75 -0.076
C 0.106658 3.951471 -2.160809 -0.88 0.33 -0.13 -0.303
O -0.201320 3.574675 -0.841785 -1.34 0.07 0.06 -0.108
H -1.502399 3.102114 -3.277623 1.04 -0.48 0.20 0.089
H -0.253722 1.897793 -2.748088 0.03 0.46 -0.30 0.055
H 0.030574 2.994150 -4.172220 -0.01 0.03 0.76 0.080
H -0.415284 4.879785 -2.383421 0.01 0.32 0.02 0.110
H 1.145053 4.174694 -2.174737 1.13 -0.05 -0.49 0.100
H 0.635260 3.425684 -0.397106 0.96 -0.31 0.52 0.013
C -4.739826 1.551404 1.351925 -2.50 -0.77 -0.33 -0.069
C -4.048977 0.204717 1.527988 0.65 0.17 -1.64 -0.323
O -3.259600 0.272888 2.684682 0.90 -0.20 0.80 -0.104
H -4.056089 2.352150 1.258960 0.99 0.79 0.19 0.042
H -5.422387 1.725513 2.236979 0.67 -0.01 -0.81 0.093
H -5.388792 1.640710 0.433032 0.59 -0.50 0.87 0.089
H -3.269335 0.058659 0.728876 -1.23 -0.15 0.37 0.111
H -4.732035 -0.671303 1.589317 0.30 0.60 -0.32 0.120
H -3.851206 0.523807 3.383522 -0.25 0.17 0.82 0.081
C 3.334801 0.746747 -3.068307 0.87 -3.01 1.75 -0.046
C 4.192411 0.642979 -1.754454 0.00 1.29 -1.54 -0.270
O 3.326899 0.750402 -0.621728 0.33 -0.46 -0.11 -0.092
H 2.864193 1.670906 -3.112098 -0.60 1.83 -0.49 0.038
H 2.533275 -0.005604 -2.924945 0.29 0.28 -0.34 0.050
H 3.938303 0.437198 -3.936460 -0.30 0.56 0.21 0.085
H 4.894319 1.503683 -1.768035 -0.26 -0.38 0.27 0.114
H 4.819471 -0.248784 -1.817689 -0.35 -0.13 0.45 0.087
H 3.557688 0.115131 0.071187 0.04 0.06 -0.13 0.079
C -0.149726 0.152936 0.431561 0.44 -0.12 -0.34 -0.045
C 0.049748 -0.610656 -0.917235 -1.58 0.82 2.36 -0.249
O -0.588044 -1.882230 -0.793706 -0.19 0.44 -2.11 -0.095
H -1.205468 0.147860 0.754386 0.53 -0.47 -0.11 0.059
H 0.046860 1.206657 0.311905 0.30 0.30 -0.24 0.043
H 0.537589 -0.193433 1.239658 -0.64 0.02 -0.55 0.089
H 1.087191 -0.704888 -1.108393 1.04 -0.04 -0.50 0.054
H -0.441877 -0.002042 -1.664768 -0.11 -0.29 -0.52 0.091
H -0.353750 -2.173875 0.069017 0.38 -0.88 1.49 0.013
C 0.859953 -2.928623 -5.461330 -2.51 1.05 -0.24 -0.077
C 0.433578 -2.327565 -4.083674 -1.14 -0.25 -0.13 -0.280
O 0.092323 -3.461245 -3.261728 0.83 -0.25 0.25 -0.134
H 1.060240 -2.145510 -6.206829 0.11 0.09 0.41 0.065
H -0.097127 -3.398454 -5.859753 1.55 -0.15 0.39 0.093
H 1.740306 -3.566831 -5.433917 -0.32 -0.27 0.32 0.068
H -0.558073 -1.746189 -4.043129 1.74 -0.17 -0.95 0.119
H 1.257776 -1.697325 -3.704339 -0.36 -0.32 0.32 0.085
H -0.244144 -3.184845 -2.390471 0.04 0.58 -0.22 0.058
C -3.240450 -1.158150 -2.855378 -0.44 0.86 0.38 -0.090
C -4.752278 -1.435447 -2.768891 1.09 1.69 1.24 -0.254
O -5.270072 -0.637802 -1.626833 0.76 -1.00 -1.09 -0.108
H -2.709398 -1.419197 -1.936040 -0.20 0.20 0.06 0.055
H -3.031193 -0.084003 -3.134110 -0.29 -1.10 0.39 0.097
H -2.823838 -1.792864 -3.609642 0.27 -0.36 -0.71 0.050
H -4.932854 -2.502311 -2.626905 -0.23 0.12 -0.07 0.109
H -5.172748 -1.015230 -3.673568 -0.52 -0.39 -0.28 0.099
H -6.203928 -0.828691 -1.583958 -0.45 0.01 0.12 0.060
O 2.190224 3.253138 0.163999 -0.88 1.44 1.84 -0.033
H 2.067814 3.157944 1.148400 -0.22 0.68 -0.71 0.055
H 2.709728 2.508719 -0.023802 1.26 -2.01 -1.00 -0.012
O -1.087187 2.296503 2.198454 -0.67 -1.37 0.62 -0.032
H -1.772504 1.684379 2.531202 0.25 0.23 -0.23 0.064
H -1.506510 3.085113 1.849282 -0.88 0.76 -0.43 0.016
O 1.768828 -4.905190 -1.514042 0.14 -0.46 0.58 -0.032
H 1.627874 -4.316867 -2.236624 0.67 1.40 -1.41 -0.004
H 0.859498 -5.176947 -1.558714 -0.83 -1.16 0.79 0.036